50
Properties=species:S:1:pos:R:3:forces:R:3 method="wB97M-V/def2-TZVPD" homo_energy_ev="-12.41 / -12.41" s2=2.01 total_energy_ha=-1601.923154 total_charge=+1 relative_energy_kj_mol=117.75 multiplicity=3 homo_lumo_gap_ev="7.30 / 5.16"
Pd 1.08296 -1.49760 -2.39962 -0.669 -0.414 2.731
F -0.41020 -1.03173 -1.04477 0.996 -0.015 -1.203
C -0.62429 -3.41014 0.79534 0.228 -0.203 0.993
O -0.15873 -4.57652 0.10952 -0.424 -0.429 0.119
C 0.42382 -4.54436 -1.05160 -0.138 -1.041 1.089
O 0.87499 -3.54947 -1.59401 0.427 0.774 -1.186
O 0.54849 -5.79208 -1.46668 0.500 0.658 -0.048
C 1.42360 -6.05047 -2.58087 -0.840 0.008 -0.797
H 0.16783 -2.66771 0.86602 -0.361 0.360 -0.634
H -0.77806 -3.72224 1.82958 -0.040 -0.325 -0.168
H -1.59877 -3.12802 0.41009 0.307 0.521 -0.332
H 0.76477 -6.23327 -3.43356 0.218 -0.046 -0.025
H 1.98202 -6.95796 -2.37835 0.100 0.148 0.234
H 2.04217 -5.18780 -2.81507 0.160 -0.145 0.212
C -1.67913 0.24285 2.08261 -0.963 0.209 -0.577
O -1.86104 1.50971 2.70923 -0.348 0.029 0.060
C -0.95593 2.45060 2.51381 1.673 0.018 0.795
O 0.09287 2.32753 1.91138 -0.588 -0.223 -0.341
O -1.27623 3.51381 3.23761 -0.688 -0.135 0.019
C -0.59676 4.72661 2.95153 0.352 0.522 -1.345
H -2.49429 -0.35510 2.48373 0.378 -0.265 0.330
H -0.68927 -0.17363 2.21811 0.017 -0.003 0.276
H -1.91725 0.31726 1.01949 0.386 0.108 -0.077
H -0.34339 4.76484 1.88707 -0.038 -0.126 0.065
H 0.35098 4.85985 3.46941 -0.243 -0.223 0.464
H -1.29758 5.54086 3.11150 0.060 -0.086 0.471
C -3.48271 6.34198 -2.12299 -0.632 0.073 0.241
O -2.37805 5.48023 -1.88025 0.976 0.463 -0.879
C -2.61754 4.25335 -1.47284 -1.388 -0.174 0.850
O -3.67122 3.84502 -1.05364 -0.197 -0.133 -0.106
O -1.51462 3.54692 -1.53317 1.544 0.240 -0.689
C -1.48101 2.24510 -0.99740 -0.338 -0.514 0.056
H -4.30088 5.80098 -2.59601 -0.056 -0.086 0.255
H -3.19560 7.14130 -2.80102 0.488 -0.144 0.073
H -3.78837 6.77869 -1.17342 -0.255 -0.041 -0.079
H -2.15097 1.55995 -1.52202 -0.203 0.212 0.053
H -1.72832 2.27506 0.05990 -0.038 -0.093 -0.057
H -0.47019 1.86937 -1.13763 0.067 0.231 0.161
C 4.30299 -3.51488 -0.92768 0.023 -0.836 -1.208
O 3.89169 -2.90095 0.27325 -0.159 0.396 0.417
C 3.09096 -1.83941 0.24968 1.030 -1.127 -0.459
O 2.65452 -1.32492 -0.77638 -0.630 0.435 -0.896
O 2.91925 -1.43193 1.45572 -0.415 0.298 0.368
C 2.04839 -0.30553 1.69378 -0.138 0.866 -0.621
H 4.86632 -4.42026 -0.70930 -0.055 0.164 0.610
H 4.96286 -2.91971 -1.55844 -0.203 0.487 0.236
H 3.44593 -3.85675 -1.51169 -0.077 0.301 0.010
H 1.11159 -0.36648 1.13986 -0.104 -0.585 0.276
H 2.46676 0.61842 1.29110 0.470 -0.117 0.299
H 1.94464 -0.25138 2.76911 -0.171 0.011 -0.036

---

34
Properties=species:S:1:pos:R:3:forces:R:3 method="wB97M-V/def2-TZVPD" homo_energy_ev=-4.94 total_energy_ha=-1577.692331 total_charge=-1 relative_energy_kj_mol=0.00 homo_lumo_gap_ev=7.65
Ag 1.37018 1.54609 -0.36247 0.093 0.183 -0.231
C -3.31601 -1.10810 -3.46383 0.031 0.039 -0.020
C -3.40629 0.37408 -3.10788 0.031 -0.010 -0.025
N -2.14644 1.08497 -3.17661 0.047 -0.028 -0.058
C -1.14200 0.92754 -2.26157 0.168 -0.166 0.001
S 0.37066 1.68851 -2.65911 -0.141 0.004 0.295
N -1.43755 0.14611 -1.24622 -0.171 0.014 0.049
N -0.57646 0.17672 -0.20091 0.053 -0.035 -0.118
C -0.46565 -0.87806 0.51287 -0.054 0.030 0.142
C -1.17719 -2.16198 0.20103 0.001 -0.039 0.089
C 0.39114 -0.76954 1.72641 0.042 0.033 0.009
C 0.26917 -1.67890 2.77227 -0.024 -0.062 0.087
C 1.08207 -1.54265 3.88829 -0.038 -0.022 -0.026
C 1.99776 -0.50714 3.93750 -0.063 -0.067 0.004
C 2.05666 0.35946 2.85402 0.127 0.117 -0.047
N 1.28102 0.23005 1.78632 -0.014 -0.044 -0.229
H -4.31004 -1.56361 -3.44878 0.039 0.000 0.006
H -2.68093 -1.62116 -2.74285 -0.018 0.003 -0.035
H -2.88983 -1.24179 -4.46102 -0.025 -0.005 0.021
H -3.80155 0.48080 -2.09898 -0.016 0.010 0.041
H -4.09473 0.87808 -3.78830 -0.027 0.031 -0.015
H -1.85581 1.47430 -4.05580 -0.010 0.012 -0.010
H -1.30072 -2.24277 -0.87582 -0.006 -0.003 -0.016
H -2.17804 -2.18017 0.64602 0.039 -0.009 -0.016
H -0.61808 -3.02449 0.56743 -0.038 0.030 -0.018
H -0.46015 -2.47582 2.71436 0.025 0.015 0.035
H 0.99826 -2.24404 4.70939 -0.004 -0.005 0.002
H 2.66092 -0.37600 4.78149 -0.005 0.027 -0.018
H 2.76886 1.17871 2.82185 -0.029 -0.032 -0.038
F 5.11646 2.76747 2.06207 -0.092 0.029 -0.172
B 4.55124 3.03245 0.80028 0.005 0.029 -0.005
F 5.35980 2.53502 -0.22687 -0.128 0.072 0.179
F 4.30833 4.40158 0.63822 0.045 -0.244 0.042
F 3.27494 2.33430 0.75718 0.159 0.095 0.095

---

120
Properties=species:S:1:pos:R:3:forces:R:3 method="wB97M-V/def2-TZVPD" homo_energy_ev="-0.47 / -7.94" s2=0.75 total_energy_ha=-3057.321269 total_charge=-1 relative_energy_kj_mol=607.25 multiplicity=2 homo_lumo_gap_ev="2.18 / 9.60"
H 1.33677 1.81542 2.28696 1.502 0.563 2.436
H 2.28262 2.91079 2.46152 1.474 1.724 -0.908
O 2.00304 2.20083 2.99804 -2.295 -3.136 -2.103
H 4.19111 0.82470 -3.42534 1.099 0.116 0.286
H 5.54591 1.28524 -2.75725 1.375 -0.851 0.863
O 4.78348 1.57606 -3.19208 -3.019 -0.006 -2.724
H -4.35418 1.85580 0.62121 -1.878 0.024 1.405
H -4.87723 1.08794 2.19445 -2.745 -0.216 1.561
O -4.37860 1.35728 1.47091 3.814 0.824 -2.437
H -4.95104 2.63855 -1.82533 -0.002 0.885 -0.406
H -4.66905 1.56747 -0.86090 -1.878 3.401 -0.172
O -5.12322 2.57586 -0.87879 1.935 -4.493 -0.026
H 1.29465 2.07466 -4.19126 0.077 0.420 -0.109
H 2.74345 2.42335 -4.03135 0.739 -0.058 0.442
O 2.01068 2.57105 -4.61957 -0.777 -0.375 -0.485
H 0.34969 3.89120 0.02098 -0.522 1.126 -0.994
O 1.25700 4.16187 -0.10058 1.026 -2.879 2.739
H 1.81647 -0.29853 3.53237 -0.071 0.805 -0.215
O 1.96006 -1.11918 3.97816 -1.133 -1.337 0.611
H 0.23444 -3.90457 5.39762 1.167 1.062 1.061
H -1.26223 -4.14230 5.19309 0.903 -0.165 -0.361
O -0.36580 -4.39105 4.88034 -1.981 -0.824 -0.878
H 2.38770 4.70713 1.30531 0.119 -0.232 -1.335
H 1.89146 4.72698 2.62066 0.873 0.157 0.193
O 2.77102 4.67592 2.17872 -1.064 0.396 1.142
H 2.38788 -5.51842 3.01564 1.774 0.247 1.838
H 1.16711 -4.90638 2.45989 -0.174 0.387 0.800
O 1.78227 -5.59579 2.32773 -1.028 -2.024 -1.981
H 4.06537 -4.18937 0.78708 1.145 -0.180 -0.533
H 5.12195 -4.49077 -0.36045 0.758 1.384 -2.299
O 4.77299 -4.79605 0.42668 -1.138 -1.477 2.600
H -1.73391 3.03256 0.92512 -0.307 1.773 0.147
O -1.85487 2.16764 1.27669 -0.705 -2.024 0.915
H -0.42352 -6.37705 -0.50632 0.080 -0.162 0.301
H -0.77572 -5.30767 0.60014 0.367 -0.031 -0.302
O -0.75432 -5.49257 -0.34850 -0.263 -0.660 -0.507
H -2.40353 2.82180 -3.27471 -0.942 0.721 -0.562
H -1.68246 4.04773 -3.30514 0.178 0.817 -0.241
O -2.52614 3.73052 -3.64784 0.595 -1.163 0.547
H 2.27710 -0.05533 0.63760 -0.217 0.429 -0.205
H 2.79755 0.13148 2.06735 0.341 0.558 0.088
O 2.51543 -0.52721 1.44187 -0.089 -0.572 -0.682
H 0.23447 -4.08789 2.09201 -0.749 0.461 2.258
H -0.28777 -2.76690 1.39424 0.179 0.398 1.231
O 0.06138 -3.66350 1.29486 -0.323 0.277 -3.074
H -0.20822 2.13857 3.95745 0.698 1.488 0.625
H -0.96847 1.72009 2.66059 -1.041 1.370 -2.143
O -0.52486 1.44253 3.42377 0.225 -3.017 1.784
H 5.32406 1.63203 -0.45595 -0.226 1.035 -0.895
H 5.31982 3.16255 -0.49913 0.129 -0.453 -0.398
O 5.28018 2.39031 -1.10206 0.379 0.106 2.885
H -2.60031 -0.88913 -3.68051 -0.308 -0.045 -0.109
O -3.23803 -0.37810 -3.16172 -1.118 -0.875 -2.293
H 1.09988 -0.40432 -5.75275 1.407 -2.642 0.398
H 2.48476 -0.98412 -6.21428 -0.313 -0.182 0.320
O 1.73722 -1.23468 -5.64044 -1.094 2.444 -0.935
H -3.12339 1.27936 4.42183 1.198 -0.021 -1.268
O -3.28008 0.69104 5.12688 -1.719 0.041 2.409
H -3.74901 -0.88830 1.96564 0.183 -0.630 0.085
H -3.03717 0.29681 2.31754 0.436 -0.225 0.123
O -2.93572 -0.65671 2.43507 -1.245 0.553 -0.293
H -1.53668 1.64567 -1.83747 2.721 -1.422 -1.219
H -2.02119 2.35980 -0.64399 0.180 -0.407 0.546
O -2.30318 2.00630 -1.48625 -2.614 0.750 0.491
H -0.10811 -2.80861 -1.20538 1.441 0.564 -2.256
H 0.96930 -3.15682 -2.42238 0.591 -0.858 -0.101
O 0.45804 -2.48098 -2.00278 -1.657 0.699 1.970
H -0.00745 0.85242 -6.67684 -0.498 0.042 -0.158
H -1.05262 -0.29508 -6.42919 -0.368 -0.387 -0.549
O -0.44478 0.30399 -6.00925 0.680 0.897 0.669
H 2.66251 -2.68272 1.09622 0.439 1.374 0.356
H 2.34058 -4.04593 1.32646 0.471 -0.325 0.574
O 2.99424 -3.39564 1.64538 -1.053 -0.269 -0.751
H 3.49248 -4.02292 -3.59197 2.260 -0.436 -0.048
H 2.22926 -4.92056 -3.31463 -0.146 -2.695 0.231
O 2.58755 -4.08799 -3.44253 -2.301 2.917 -0.014
H 2.13681 3.69480 4.32274 0.926 -1.014 -0.485
H 1.36316 4.90680 4.62906 -0.262 0.255 0.432
O 1.39800 3.96851 4.83615 -0.976 1.046 0.707
H -2.47993 4.17679 -0.73158 0.493 0.901 0.628
H -2.02598 5.51063 0.01735 -0.039 -0.478 -0.094
O -1.94784 4.53924 0.02940 -0.487 -0.138 -0.886
H -2.80612 3.02893 4.45019 -0.090 1.091 1.229
H -3.46737 3.10396 3.29156 -0.772 -0.120 -2.768
O -3.54599 3.56532 4.09800 1.006 -0.660 1.407
H -4.02038 -5.13520 0.92177 0.016 0.102 -0.067
H -4.95076 -4.00646 0.37720 1.126 -0.964 2.116
O -4.54968 -4.39289 1.23536 -1.071 0.874 -2.069
H -5.54219 1.98091 3.73784 -0.445 -0.357 0.437
O -5.62379 1.06848 4.07780 -3.039 1.125 -4.295
H -1.46591 -3.97149 -1.23723 -0.077 -0.628 0.299
H -1.73812 -3.28310 0.11433 -0.075 -0.382 0.384
O -1.87564 -3.21124 -0.82655 -0.663 1.253 -0.526
H -2.72690 -0.12486 -2.44124 1.257 0.933 2.423
H 1.73292 4.82166 -0.52282 -0.343 2.243 -2.194
H -2.66006 0.00323 5.30040 1.009 -0.290 -0.743
H 2.78051 -1.10743 4.44167 0.843 0.327 0.306
H -2.80923 1.95556 1.51204 1.136 0.663 -0.618
H -5.05634 1.07502 4.77154 2.906 -0.533 3.556
O -0.74270 -1.55579 2.66405 1.391 -1.484 0.899
H -0.89308 -0.64260 2.86019 -0.276 0.921 -0.050
H -0.18345 -1.84263 3.41441 0.004 0.147 -0.677
O -5.63156 -2.16575 -3.45883 -0.781 -0.721 1.045
H -5.12462 -1.37494 -3.51175 1.094 1.238 -0.687
H -5.70746 -2.17329 -2.48955 -0.240 -0.543 -0.354
O 3.51084 -1.35881 -3.58498 0.670 -0.174 -1.046
H 3.65154 -1.81771 -4.44536 -0.171 0.567 0.992
H 2.59168 -1.09409 -3.68234 -0.379 -0.048 -0.001
O 1.21290 1.48969 -0.56369 -0.399 -0.626 0.314
H 1.85411 2.12840 -0.88720 -0.231 0.170 -0.238
H 0.67355 1.16079 -1.31650 0.789 0.083 0.241
O 4.40262 -1.91853 -1.09053 5.735 -0.943 0.689
H 3.49421 -1.95745 -1.09945 -2.849 1.534 -0.479
H 5.06121 -1.17757 -1.15922 -2.727 -0.790 -0.023
O 3.09729 4.39272 -2.48668 -0.032 1.522 -2.275
H 3.39625 4.42430 -3.46403 -0.607 -0.475 2.638
H 3.46602 3.64246 -2.04390 0.829 -1.019 -0.142
O 0.18313 0.20687 -2.80262 -0.952 -1.425 -2.108
H -0.17846 -0.74879 -2.84379 1.124 1.454 0.668
H 0.28671 0.39738 -3.78241 -0.325 -0.122 1.452

---

12
Properties=species:S:1:pos:R:3:forces:R:3 method="wB97M-V/def2-TZVPD" homo_energy_ev=-8.43 total_energy_ha=-720.692766 relative_energy_kj_mol=141.07 homo_lumo_gap_ev=9.03
O -2.00732 -1.23819 -0.09143 3.693 2.275 -0.044
C -0.81824 -0.75491 -0.11856 -4.945 -1.808 -0.052
N 0.21880 -1.58452 -0.41096 -1.605 1.255 0.565
S 1.68214 -0.80616 -0.47524 2.406 0.324 -0.510
C 1.03205 0.36569 0.69109 1.411 1.768 2.797
C -0.32831 0.70938 0.19756 -2.336 -0.945 -0.345
O -0.19032 1.47798 -1.02073 -1.973 0.057 0.156
H -0.04443 -2.44572 -0.81774 0.204 -0.948 -0.382
H 1.50334 1.38722 0.70119 0.586 -1.352 -0.036
H 1.11557 -0.11921 1.77216 -0.670 1.194 -2.208
H -1.04353 1.26238 0.90271 1.204 -1.107 -0.692
H -1.11976 1.74606 -1.33006 2.024 -0.714 0.752